1.
A molecular structure, C12H30F12MnN2O4P2 at a distorted geometry, computed with ωB97M-V/def2-TZVPD.

Atoms and positions in Å:
1 Mn 7.12086 -22.20705 15.57608
2 P 7.18665 -17.26919 17.65520
3 F 8.46475 -17.88341 16.84193
4 F 6.63796 -16.64998 16.23462
5 F 6.33435 -18.67298 17.39055
6 F 5.94919 -16.77600 18.55794
7 F 7.92456 -18.01510 18.93294
8 F 8.05312 -15.94987 18.05598
9 P 11.30612 -21.04120 17.59478
10 F 10.75419 -21.56828 19.00588
11 F 10.57432 -22.27777 16.81387
12 F 9.87987 -20.24761 17.36959
13 F 11.88681 -20.40988 16.21377
14 F 12.04886 -19.78809 18.44443
15 F 12.64681 -21.89282 17.68453
16 C 6.18691 -23.23579 12.55456
17 O 6.28279 -22.29254 13.66749
18 C 6.21025 -20.94262 13.10147
19 C 6.61141 -19.78634 14.07686
20 N 7.63670 -20.19078 15.04082
21 C 8.95167 -20.36624 14.39682
22 C 9.32357 -21.80188 13.92311
23 O 8.76322 -22.90409 14.68387
24 C 9.11871 -24.17002 14.12589
25 H 5.25946 -23.06566 12.00774
26 H 6.26968 -24.25889 12.92134
27 H 6.98984 -23.05366 11.84025
28 H 5.22605 -20.66311 12.72555
29 H 6.87732 -20.82367 12.24767
30 H 5.68754 -19.39328 14.50121
31 H 6.97504 -18.93434 13.50243
32 H 7.72076 -19.39616 15.65857
33 H 9.70124 -19.99727 15.09689
34 H 9.03937 -19.61552 13.61144
35 H 10.40922 -21.82715 13.82915
36 H 8.94077 -21.96870 12.91627
37 H 8.75659 -25.00157 14.73044
38 H 10.20279 -24.28168 14.10583
39 H 8.71065 -24.40907 13.14383
40 C 4.13006 -21.41433 16.15601
41 O 5.51313 -21.56617 16.52871
42 C 5.56430 -21.65711 17.96507
43 C 7.03164 -21.65037 18.40735
44 N 7.86349 -22.48944 17.51724
45 C 7.78475 -23.96949 17.72710
46 C 6.65270 -24.68541 17.07040
47 O 6.26033 -24.07504 15.82731
48 C 5.12853 -24.71038 15.26750
49 H 3.48650 -22.26830 16.36738
50 H 3.99835 -21.34878 15.07599
51 H 3.69337 -20.59476 16.72671
52 H 5.00324 -22.47113 18.42406
53 H 5.22186 -20.72194 18.40813
54 H 7.21408 -21.94437 19.44097
55 H 7.42426 -20.63364 18.39341
56 H 8.83107 -22.24727 17.67612
57 H 7.90246 -24.20951 18.78381
58 H 8.65344 -24.40206 17.23074
59 H 5.81870 -24.49109 17.74478
60 H 6.79017 -25.76618 17.03685
61 H 5.33423 -25.63687 14.73139
62 H 4.56422 -24.17815 14.50174
63 H 4.27358 -24.84466 15.93016

Results
Highest occupied orbital energy (spin up / spin down)   -9.16 / -10.88 eV
Orbital gap (spin up / spin down)   8.35 / 10.07 eV
2S+1   6
⟨S²⟩   8.75
Relative energy (zero: lowest compared OMol25 entry of this formula, charge and spin)   285.3 kJ/mol
E   -3918.15027 Eh
Largest force on an atom   0.0692 hartree/bohr
LUMO energy (spin up / spin down)   -0.0297 / -0.0298 Ha


2.
A molecular structure, C12H30FN2O4Pb at a distorted geometry, computed with ωB97M-V/def2-TZVPD.

Atoms and positions in Å:
1 Pb -0.57077 0.29544 1.01469
2 F -2.42968 -0.31369 3.97602
3 C -2.15413 3.27890 -0.58682
4 O -2.47372 1.89175 -0.36407
5 C -3.85209 1.59976 -0.52470
6 C -4.03680 0.07603 -0.30188
7 N -3.05803 -0.76340 -1.04992
8 C -3.09202 -2.23354 -0.77464
9 C -1.77332 -2.95321 -1.24277
10 O -0.58244 -2.54000 -0.68094
11 C 0.65306 -3.18491 -0.98782
12 H -2.44241 3.96880 0.20629
13 H -2.77059 3.63308 -1.41304
14 H -1.13237 3.60101 -0.78770
15 H -4.28746 2.04619 -1.41869
16 H -4.33272 2.04487 0.34649
17 H -5.04561 -0.22309 -0.58639
18 H -4.00552 -0.17603 0.75811
19 H -3.34855 -0.62207 -2.00685
20 H -3.91837 -2.66323 -1.34086
21 H -3.23859 -2.37451 0.29622
22 H -1.71604 -2.70712 -2.30308
23 H -1.99571 -4.01897 -1.29561
24 H 1.43124 -2.70370 -0.39539
25 H 0.89860 -3.15249 -2.04932
26 H 0.63260 -4.21839 -0.64200
27 C 1.23254 0.77014 -2.47213
28 O 1.47125 1.37936 -1.15150
29 C 2.59117 2.19600 -1.00917
30 C 2.88499 2.64868 0.46942
31 N 2.51909 1.72118 1.55542
32 C 3.40561 0.55267 1.31216
33 C 3.16544 -0.57183 2.27371
34 O 1.80893 -1.03192 2.18601
35 C 1.64076 -2.30977 2.78234
36 H 0.24193 0.34579 -2.30869
37 H 2.12863 0.20423 -2.72679
38 H 1.14848 1.45456 -3.31629
39 H 2.48067 3.11104 -1.59105
40 H 3.47545 1.63976 -1.32021
41 H 2.32017 3.57628 0.56238
42 H 3.91921 2.99193 0.49564
43 H 2.64549 2.17219 2.45025
44 H 4.46051 0.81542 1.39112
45 H 3.24741 0.07809 0.34374
46 H 3.31921 -0.16784 3.27434
47 H 3.99840 -1.27337 2.22772
48 H 0.61236 -2.50400 2.47779
49 H 1.75090 -2.21138 3.86230
50 H 2.17281 -3.17468 2.38619

Results
Highest occupied orbital energy   -10.82 eV
Total charge   +1
Orbital gap   5.98 eV
E   -1177.94842 Eh
Largest force on an atom   0.0563 hartree/bohr
LUMO energy   -0.1781 Ha


3.
3 unconnected molecules or ions with the total composition C12H30IN2O4 at a distorted geometry, computed with ωB97M-V/def2-TZVPD.

Atoms and positions in Å:
1 I 0.57460 1.77642 1.00678
2 C -4.69885 -2.68805 -0.81133
3 O -4.54567 -1.34052 -0.31460
4 C -4.98869 -0.25612 -1.16183
5 C -4.74604 1.10153 -0.47701
6 N -3.39727 1.46763 -0.29083
7 C -3.15022 2.72305 0.45464
8 C -3.50239 2.71378 1.91113
9 O -2.97434 1.62441 2.71454
10 C -3.00110 1.76580 4.10070
11 H -5.52454 -2.96649 -1.46617
12 H -4.72295 -3.37100 0.03784
13 H -3.75654 -2.99364 -1.26604
14 H -6.04938 -0.35726 -1.39163
15 H -4.49199 -0.36898 -2.12550
16 H -5.22753 1.10908 0.50086
17 H -5.27390 1.87485 -1.03508
18 H -2.92791 1.44950 -1.18496
19 H -3.67296 3.46176 -0.15295
20 H -2.09406 2.98487 0.39085
21 H -4.58639 2.61773 1.97295
22 H -3.16280 3.60917 2.43175
23 H -2.13812 2.38402 4.34804
24 H -3.02366 0.94867 4.82174
25 H -3.82071 2.41321 4.41246
26 C 4.59090 -2.08005 -4.52719
27 O 3.82024 -1.69938 -3.23985
28 C 3.86289 -0.34933 -2.92666
29 C 2.77940 0.01632 -1.81099
30 N 3.02152 -0.66153 -0.55751
31 C 4.23238 -0.00114 0.10830
32 C 4.26142 -0.42798 1.58853
33 O 4.28536 -1.82310 1.72905
34 C 4.20758 -2.23882 3.09168
35 H 4.70587 -3.16293 -4.47943
36 H 5.60135 -1.68061 -4.44039
37 H 4.14048 -1.99013 -5.51569
38 H 3.74125 0.18754 -3.86744
39 H 4.91138 -0.09881 -2.76541
40 H 1.82518 -0.09266 -2.32643
41 H 2.64726 1.07616 -1.59334
42 H 2.22377 -0.44342 0.02224
43 H 3.98324 1.05379 -0.00642
44 H 5.03581 -0.20289 -0.60014
45 H 3.37958 -0.05750 2.11120
46 H 5.12680 0.00876 2.08697
47 H 4.40090 -3.30109 3.24109
48 H 3.23825 -2.09790 3.56982
49 H 4.88063 -1.61672 3.68167

Results
Highest occupied orbital energy (spin up / spin down)   3.32 / -1.85 eV
Total charge   -2
Orbital gap (spin up / spin down)   1.14 / 6.19 eV
2S+1   2
⟨S²⟩   0.75
E   -1183.15196 Eh
Largest force on an atom   0.0744 hartree/bohr
LUMO energy (spin up / spin down)   0.1639 / 0.1594 Ha


- largest force on an atom of number 2 (C12H30FN2O4Pb)?
  0.0563 hartree/bohr


- Which value of E does entry 2 give?
  -1177.94842 Eh


What did the second record say?
A molecular structure, C12H30FN2O4Pb at a distorted geometry, computed with ωB97M-V/def2-TZVPD.

Atoms and positions in Å:
1 Pb -0.57077 0.29544 1.01469
2 F -2.42968 -0.31369 3.97602
3 C -2.15413 3.27890 -0.58682
4 O -2.47372 1.89175 -0.36407
5 C -3.85209 1.59976 -0.52470
6 C -4.03680 0.07603 -0.30188
7 N -3.05803 -0.76340 -1.04992
8 C -3.09202 -2.23354 -0.77464
9 C -1.77332 -2.95321 -1.24277
10 O -0.58244 -2.54000 -0.68094
11 C 0.65306 -3.18491 -0.98782
12 H -2.44241 3.96880 0.20629
13 H -2.77059 3.63308 -1.41304
14 H -1.13237 3.60101 -0.78770
15 H -4.28746 2.04619 -1.41869
16 H -4.33272 2.04487 0.34649
17 H -5.04561 -0.22309 -0.58639
18 H -4.00552 -0.17603 0.75811
19 H -3.34855 -0.62207 -2.00685
20 H -3.91837 -2.66323 -1.34086
21 H -3.23859 -2.37451 0.29622
22 H -1.71604 -2.70712 -2.30308
23 H -1.99571 -4.01897 -1.29561
24 H 1.43124 -2.70370 -0.39539
25 H 0.89860 -3.15249 -2.04932
26 H 0.63260 -4.21839 -0.64200
27 C 1.23254 0.77014 -2.47213
28 O 1.47125 1.37936 -1.15150
29 C 2.59117 2.19600 -1.00917
30 C 2.88499 2.64868 0.46942
31 N 2.51909 1.72118 1.55542
32 C 3.40561 0.55267 1.31216
33 C 3.16544 -0.57183 2.27371
34 O 1.80893 -1.03192 2.18601
35 C 1.64076 -2.30977 2.78234
36 H 0.24193 0.34579 -2.30869
37 H 2.12863 0.20423 -2.72679
38 H 1.14848 1.45456 -3.31629
39 H 2.48067 3.11104 -1.59105
40 H 3.47545 1.63976 -1.32021
41 H 2.32017 3.57628 0.56238
42 H 3.91921 2.99193 0.49564
43 H 2.64549 2.17219 2.45025
44 H 4.46051 0.81542 1.39112
45 H 3.24741 0.07809 0.34374
46 H 3.31921 -0.16784 3.27434
47 H 3.99840 -1.27337 2.22772
48 H 0.61236 -2.50400 2.47779
49 H 1.75090 -2.21138 3.86230
50 H 2.17281 -3.17468 2.38619

Results
Highest occupied orbital energy   -10.82 eV
Total charge   +1
Orbital gap   5.98 eV
E   -1177.94842 Eh
Largest force on an atom   0.0563 hartree/bohr
LUMO energy   -0.1781 Ha


- Which of these has the lowest E?
  C12H30F12MnN2O4P2